[1]
Entry from the Open Molecules 2025 dataset: the ion C2H9N2 with charge +1 at a distorted geometry (ωB97M-V/def2-TZVPD).

Positions of all 13 atoms, in Å:
N1 0.81514 -1.12571 -0.35983
C1 0.73335 -0.02641 0.66320
C2 -0.68097 0.56521 0.57367
N2 -1.04986 0.84878 -0.78466
H1 0.59085 -2.03997 0.02072
H2 1.73744 -1.17362 -0.79292
H3 0.17447 -0.79642 -1.10879
H4 1.44332 0.73116 0.36550
H5 0.93012 -0.41874 1.65882
H6 -0.69103 1.46529 1.19326
H7 -1.44370 -0.07596 1.03229
H8 -0.73575 1.67814 -1.25151
H9 -1.82337 0.36824 -1.20974

Forces on the atoms, in the same order (eV/Å):
N 0.629 0.509 -0.140
C -0.716 -0.121 0.092
C -0.511 0.539 0.321
N 0.523 -0.996 -0.483
H -0.284 -0.115 -0.136
H 0.080 -0.164 0.173
H -0.339 -0.192 0.049
H 0.315 0.065 0.100
H 0.257 0.026 -0.127
H 0.094 0.013 -0.010
H 0.301 -0.142 -0.179
H -0.150 0.235 0.139
H -0.200 0.342 0.200

net charge = +1
calculated total energy = -190.86059 Eh
LUMO level = -3.56 eV
energy relative to the best compared isomer or geometry (same formula, charge and spin) = 36.0 kJ/mol
HOMO = -14.1 eV

[2]
Entry from the Open Molecules 2025 dataset: the ion C2H9N2 with charge +1 at a distorted geometry (ωB97M-V/def2-TZVPD).

Positions of all 13 atoms, in Å:
N1 -1.30981 0.95081 0.64179
C1 -0.38658 0.34449 -0.37729
C2 0.76513 -0.42323 0.26754
N2 1.26268 -1.41289 -0.69336
H1 -1.79876 0.17527 1.10351
H2 -0.86666 1.48525 1.39660
H3 -2.00919 1.47988 0.14653
H4 -0.93611 -0.39113 -0.95880
H5 -0.02790 1.15598 -1.00394
H6 1.57173 0.23167 0.60187
H7 0.39340 -0.98178 1.13310
H8 1.07285 -1.10340 -1.64593
H9 2.26921 -1.51092 -0.61161

Forces on the atoms, in the same order (eV/Å):
N -0.150 -1.302 0.274
C 1.134 -0.191 0.182
C 0.214 -0.379 -0.052
N -0.192 0.473 -0.319
H -0.036 0.171 0.062
H 0.106 0.189 -0.443
H -0.418 0.679 0.069
H -0.447 0.250 -0.057
H -0.047 -0.024 -0.131
H -0.193 0.275 0.132
H -0.062 0.159 0.153
H 0.233 -0.186 0.146
H -0.143 -0.113 -0.016

net charge = +1
calculated total energy = -190.84464 Eh
LUMO level = -3.98 eV
energy relative to the best compared isomer or geometry (same formula, charge and spin) = 77.8 kJ/mol
HOMO = -13.6 eV

[3]
Entry from the Open Molecules 2025 dataset: the ion C2H9N2 with charge +1 at a distorted geometry (ωB97M-V/def2-TZVPD).

Positions of all 13 atoms, in Å:
C1 0.42029 0.40838 0.88677
N1 1.04957 1.35779 0.03767
C2 -0.02213 -0.85215 0.07285
N2 -1.15011 -0.57798 -0.99475
H1 1.12661 -0.03901 1.60564
H2 -0.46392 0.82466 1.35852
H3 2.06175 1.33115 -0.02603
H4 0.97221 2.30813 0.39083
H5 0.72177 -1.39222 -0.50034
H6 -0.51823 -1.53929 0.75483
H7 -1.98008 -0.89444 -0.49585
H8 -1.14815 -1.29971 -1.71782
H9 -1.06957 0.36469 -1.37232

Forces on the atoms, in the same order (eV/Å):
C 0.502 -1.962 -0.824
N 0.434 1.913 -0.657
C -0.875 0.182 -0.169
N 0.783 -1.547 1.306
H -0.531 0.253 0.316
H 0.074 0.063 0.308
H 0.006 -1.002 -0.099
H -0.732 -0.069 -0.025
H 0.554 0.312 0.296
H 0.247 -0.195 0.076
H -0.666 1.456 -0.082
H 0.693 0.445 -0.471
H -0.489 0.151 0.024

net charge = +1
calculated total energy = -190.84301 Eh
LUMO level = -3.69 eV
energy relative to the best compared isomer or geometry (same formula, charge and spin) = 82.1 kJ/mol
HOMO = -14.1 eV

[4]
Entry from the Open Molecules 2025 dataset: a structure of composition C2H9N2O at a distorted geometry (ωB97M-V/def2-TZVPD).

Positions of all 14 atoms, in Å:
C1 0.09537 -1.31253 -0.89198
N1 1.48502 -1.35918 -0.88354
H1 -0.26378 -1.35077 -1.98327
H2 -0.50340 -1.86743 -0.17186
H3 2.02672 -0.95415 -1.62676
H4 1.95443 -1.83879 -0.11117
N2 -0.38720 0.47021 -0.30975
C2 -0.75729 0.91041 1.06412
O1 -0.21088 2.13677 1.39626
H5 0.35445 1.04294 -0.69993
H6 -1.12511 0.67879 -0.98029
H7 -0.32299 0.10999 1.73243
H8 -1.85563 0.81892 1.22004
H9 -0.48971 2.51483 2.24571

Forces on the atoms, in the same order (eV/Å):
C -0.175 -3.116 -3.717
N 0.898 -0.702 1.640
H -0.058 -0.074 1.675
H 0.538 -0.051 -0.163
H -0.069 -0.216 0.258
H -0.065 0.556 -0.941
N -1.850 4.255 1.149
C -0.004 -2.243 0.202
O 0.354 1.400 -0.098
H 0.563 -0.092 0.614
H -0.340 -0.149 0.438
H -0.185 0.624 -0.380
H 0.503 0.377 -0.400
H -0.110 -0.570 -0.276

net charge = 0
calculated total energy = -266.18392 Eh
2S+1 = 2
LUMO level (spin up / spin down) = 0.86 / 0.77 eV
energy relative to the best compared isomer or geometry (same formula, charge and spin) = 237.8 kJ/mol
HOMO (spin up / spin down) = -3.5 / -8.7 eV

[5]
Entry from the Open Molecules 2025 dataset: a cluster of 2 separate species, C2H9N2O in total at a distorted geometry (ωB97M-V/def2-TZVPD).

Positions of all 14 atoms, in Å:
C1 -2.43636 0.09283 -0.62006
N1 -1.48789 -0.48375 0.32342
H1 -3.45876 0.18297 -0.17873
H2 -2.12016 1.02869 -1.08699
H3 -2.69070 -0.46800 -1.54488
H4 -1.50724 -1.50140 0.47495
H5 -1.41627 0.03802 1.24790
H6 -0.38580 -0.42721 -0.09669
C2 2.31512 -0.24742 -0.13631
N2 2.92576 0.60203 0.75392
O1 1.00920 -0.26551 -0.11468
H7 2.90470 -0.66679 -0.94608
H8 2.43974 1.39153 1.27564
H9 3.90865 0.72399 0.64859

Forces on the atoms, in the same order (eV/Å):
C -2.776 0.180 -1.326
N 3.364 0.170 -0.040
H 1.014 0.329 0.039
H 0.292 0.142 0.926
H 0.925 -0.666 0.856
H -0.848 0.501 0.164
H -0.423 -0.988 -1.507
H -1.943 0.210 0.980
C -4.361 3.485 1.888
N -1.058 -0.265 -0.892
O 4.525 -0.563 -0.427
H 0.138 -0.606 0.328
H 0.485 -1.981 -1.038
H 0.665 0.053 0.049

net charge = +1
calculated total energy = -266.09731 Eh
LUMO level = -3.07 eV
energy relative to the best compared isomer or geometry (same formula, charge and spin) = 142.7 kJ/mol
HOMO = -14.9 eV

[6]
Entry from the Open Molecules 2025 dataset: a cluster of 2 separate species, C2H9N2O in total at a distorted geometry (ωB97M-V/def2-TZVPD).

Positions of all 14 atoms, in Å:
C1 -2.45849 0.05387 -1.34732
N1 -1.09320 -0.53678 -1.68257
H1 -3.10240 0.33617 -2.25683
H2 -3.06322 -0.81454 -0.85060
H3 -2.42896 0.80291 -0.65814
H4 -0.43377 -0.27588 -0.95746
H5 -0.78120 -0.29703 -2.62356
H6 -0.93353 -1.56763 -1.69155
C2 1.49595 -0.16333 1.26986
N2 1.58248 1.10318 1.89494
O1 0.98223 -0.46311 0.23377
H7 1.87860 -0.96577 2.04677
H8 2.37146 1.32786 2.43599
H9 0.98548 1.85078 1.66336

Forces on the atoms, in the same order (eV/Å):
C -2.857 -4.764 -2.065
N -0.374 -0.606 -0.571
H 1.580 -0.364 1.176
H 1.109 1.612 -0.839
H 0.736 2.177 1.618
H 1.063 0.695 0.303
H 0.226 0.685 0.234
H -1.214 0.525 0.264
C 1.395 0.701 4.472
N -0.724 -2.769 -1.779
O -1.156 0.148 -1.205
H -0.115 1.178 -1.788
H 0.795 -0.087 0.969
H -0.464 0.868 -0.788

net charge = +1
calculated total energy = -266.09480 Eh
LUMO level = -3.34 eV
energy relative to the best compared isomer or geometry (same formula, charge and spin) = 149.3 kJ/mol
HOMO = -14.2 eV